1.
C25H29N3O6 | wB97M-V/def2-TZVPD

The HOMO energy is -7.73 eV. As for the spin multiplicity: 1. Its structure (SMILES) is COc1ccccc1NC(=O)N(Cc1cc2cc(OC)c(OC)cc2[nH]c1=O)C[C@@H]1CCCO1. The frontier orbital gap comes out at 8.154 eV.

Structure (XYZ):
```
63
Properties=species:S:1:pos:R:3:nbo_charge:R:1
C 1.2548 3.6341 -0.7476 -0.246
O 1.1348 2.6640 0.2593 -0.523
C 2.2803 2.0396 0.7055 0.247
C 3.5439 2.2347 0.1807 -0.283
C 4.6300 1.5485 0.7083 -0.222
C 4.4535 0.6695 1.7571 -0.222
C 3.1919 0.4665 2.2934 -0.242
C 2.0978 1.1417 1.7770 0.190
N 0.7962 1.0007 2.2516 -0.649
C 0.2814 -0.0537 2.9633 0.806
O 0.9659 -0.8656 3.5589 -0.677
N -1.0899 -0.1032 2.9945 -0.454
C -1.9509 0.8114 2.2783 -0.252
C -1.7201 0.8797 0.7865 -0.165
C -1.1545 -0.1151 0.0649 -0.064
C -0.9074 0.0303 -1.3311 -0.164
C -0.2836 -0.9488 -2.1061 -0.181
C -0.0391 -0.7797 -3.4564 0.235
O 0.5607 -1.8452 -4.0563 -0.495
C 1.0996 -1.7622 -5.3564 -0.238
C -0.4432 0.4308 -4.0787 0.278
O -0.2161 0.5711 -5.4190 -0.501
C -0.6172 1.7561 -6.0608 -0.251
C -1.0523 1.4120 -3.3146 -0.352
C -1.2886 1.2288 -1.9536 0.266
N -1.8913 2.1992 -1.1999 -0.583
C -2.1235 2.1321 0.1551 0.628
O -2.6307 3.0794 0.7357 -0.640
C -1.6965 -1.2157 3.6874 -0.245
C -2.1494 -2.3429 2.7320 0.086
C -2.5104 -3.6090 3.5194 -0.425
C -1.1553 -4.3169 3.6528 -0.441
C -0.2847 -3.6591 2.5636 -0.087
O -1.1175 -2.7482 1.8623 -0.541
H 0.2623 4.0695 -0.8545 0.198
H 1.9620 4.4210 -0.4673 0.181
H 1.5632 3.1869 -1.6993 0.177
H 3.6996 2.9124 -0.6442 0.216
H 5.6111 1.7109 0.2880 0.211
H 5.2979 0.1371 2.1672 0.213
H 3.0392 -0.2217 3.1072 0.254
H 0.1519 1.6217 1.7860 0.422
H -1.8595 1.8310 2.6806 0.231
H -2.9848 0.5022 2.4594 0.228
H -0.8649 -1.0413 0.5408 0.245
H 0.0235 -1.8749 -1.6477 0.233
H 1.6269 -2.7050 -5.5020 0.190
H 1.8062 -0.9347 -5.4501 0.177
H 0.3209 -1.6613 -6.1152 0.182
H -1.6991 1.9064 -5.9911 0.180
H -0.3396 1.6267 -7.1058 0.204
H -0.0981 2.6310 -5.6563 0.177
H -1.3629 2.3409 -3.7668 0.215
H -2.1758 3.0611 -1.6501 0.409
H -2.5572 -0.8652 4.2647 0.197
H -0.9395 -1.6073 4.3693 0.242
H -2.9657 -1.9838 2.0961 0.187
H -3.2048 -4.2157 2.9382 0.213
H -2.9636 -3.3793 4.4811 0.213
H -0.7211 -4.1519 4.6374 0.211
H -1.2486 -5.3898 3.4964 0.215
H 0.0912 -4.3742 1.8287 0.184
H 0.5610 -3.1178 3.0022 0.206
```

2.
C25H29N3O6 | wB97M-V/def2-TZVPD

The HOMO energy is -7.20 eV. As for the spin multiplicity: 1. Its structure (SMILES) is COc1ccc(NC(=O)N(Cc2cc3cc(OC)c(OC)cc3[nH]c2=O)C[C@H]2CCCO2)cc1. The frontier orbital gap comes out at 7.462 eV.

Structure (XYZ):
```
63
Properties=species:S:1:pos:R:3:nbo_charge:R:1
C -8.7922 -2.3152 0.5854 -0.249
O -7.6525 -2.9251 0.0371 -0.499
C -6.4829 -2.2098 0.0154 0.271
C -5.3795 -2.8647 -0.5321 -0.245
C -4.1567 -2.2368 -0.6006 -0.220
C -3.9985 -0.9341 -0.1234 0.123
N -2.7394 -0.3471 -0.2591 -0.650
C -2.2868 0.7731 0.3762 0.800
O -2.9048 1.3963 1.2218 -0.675
N -1.0185 1.1681 0.0002 -0.456
C -0.3382 0.7629 -1.2166 -0.254
C 0.7790 -0.2057 -0.9267 -0.133
C 2.0459 0.2186 -0.6945 -0.110
C 3.0951 -0.6867 -0.3724 -0.154
C 4.4143 -0.2732 -0.1180 -0.267
C 5.3967 -1.1839 0.1854 0.316
O 6.6964 -0.8883 0.4465 -0.493
C 7.0913 0.4611 0.4123 -0.253
C 5.0758 -2.5730 0.2432 0.298
O 6.1108 -3.3860 0.5482 -0.471
C 5.8821 -4.7725 0.6257 -0.254
C 3.7843 -2.9876 -0.0055 -0.361
C 2.7895 -2.0544 -0.3125 0.270
N 1.5052 -2.4509 -0.5651 -0.565
C 0.4558 -1.6194 -0.8681 0.637
O -0.6537 -2.1002 -1.0815 -0.671
C -0.3859 2.2113 0.7710 -0.228
C -0.3379 3.5643 0.0573 0.082
C -0.1292 4.7476 1.0109 -0.422
C 0.5400 5.7991 0.1181 -0.437
C 1.0185 4.9868 -1.1032 -0.067
O 0.7793 3.6243 -0.8210 -0.550
C -5.0986 -0.2814 0.4172 -0.173
C -6.3289 -0.9141 0.4885 -0.310
H -9.5898 -3.0530 0.5068 0.196
H -9.0771 -1.4159 0.0284 0.172
H -8.6440 -2.0552 1.6392 0.173
H -5.5088 -3.8714 -0.8976 0.220
H -3.3049 -2.7495 -1.0226 0.222
H -2.0475 -0.9699 -0.6758 0.438
H -1.0554 0.3148 -1.9067 0.233
H 0.0842 1.6608 -1.6759 0.234
H 2.2726 1.2736 -0.7629 0.228
H 4.6293 0.7817 -0.1688 0.222
H 8.1537 0.4613 0.6493 0.204
H 6.9413 0.8991 -0.5799 0.176
H 6.5537 1.0563 1.1576 0.176
H 6.8439 -5.2139 0.8806 0.206
H 5.5408 -5.1775 -0.3323 0.178
H 5.1539 -5.0167 1.4057 0.178
H 3.5198 -4.0325 0.0326 0.220
H 1.2847 -3.4397 -0.5296 0.414
H -0.9738 2.3228 1.6842 0.255
H 0.6361 1.9098 1.0232 0.196
H -1.2668 3.7055 -0.5177 0.174
H -1.0665 5.0883 1.4419 0.224
H 0.5401 4.4434 1.8163 0.203
H 1.3721 6.2850 0.6236 0.212
H -0.1686 6.5662 -0.1899 0.210
H 0.4625 5.2821 -2.0043 0.165
H 2.0867 5.0964 -1.3014 0.186
H -4.9889 0.7203 0.7971 0.239
H -7.1590 -0.3758 0.9187 0.215
```

It is 2 that is the most stable of them.

1.
C29H38N4O8W | wB97M-V/def2-TZVPD

The HOMO energy (spin up / spin down) is -5.77 / -8.86 eV. As for the spin multiplicity: 3. The frontier orbital gap (spin up / spin down) comes out at 5.546 / 8.028 eV.

Structure (XYZ):
```
80
Properties=species:S:1:pos:R:3:mulliken_spin:R:1
W -0.2296 0.4124 0.3830 1.492
C -1.7860 2.1356 0.8962 -0.023
C -2.6987 1.0585 0.5682 -0.013
C -2.5287 0.0797 1.5543 0.082
C -1.5012 0.5637 2.4425 -0.042
C -1.1485 1.8819 2.1194 0.106
C -0.4495 2.8836 3.0149 -0.029
C 0.9425 2.4624 3.4847 0.009
C -1.3469 3.0301 4.2561 0.016
C -0.3609 4.2423 2.3179 0.003
C -3.3522 -1.1195 2.0239 0.016
C -4.4394 -0.5421 2.9510 0.018
C -4.0217 -1.9355 0.9187 0.006
C -2.5081 -2.0746 2.8920 0.018
C -3.6995 1.2270 -0.5812 0.006
C -3.3650 2.4740 -1.4195 -0.007
C -5.0799 1.4988 0.0412 0.007
C -3.8003 0.0171 -1.5432 0.022
H -1.7434 3.0730 0.3738 0.007
H -1.2055 0.0638 3.3487 0.001
H 0.9110 1.5113 4.0193 0.004
H 1.3195 3.2289 4.1688 -0.001
H 1.6458 2.3556 2.6602 -0.003
H -1.3399 2.1173 4.8565 0.000
H -2.3811 3.2451 3.9743 0.000
H -0.9836 3.8502 4.8840 -0.002
H 0.1760 4.1773 1.3704 0.000
H 0.1722 4.9443 2.9639 0.000
H -1.3533 4.6570 2.1215 0.000
H -5.1431 0.1003 2.4220 -0.005
H -3.9868 0.0439 3.7549 0.002
H -5.0021 -1.3636 3.4065 -0.001
H -4.7057 -1.3438 0.3144 0.000
H -4.6014 -2.7364 1.3838 -0.001
H -3.2902 -2.3978 0.2526 0.000
H -2.4207 -1.7106 3.9183 0.000
H -1.4969 -2.2134 2.5221 -0.008
H -2.9987 -3.0492 2.9406 0.000
H -3.4927 3.3949 -0.8435 0.000
H -4.0672 2.5170 -2.2556 0.000
H -2.3572 2.4435 -1.8289 0.002
H -5.0357 2.3274 0.7531 0.001
H -5.4828 0.6265 0.5547 -0.002
H -5.7839 1.7678 -0.7515 0.000
H -3.5000 0.2977 -2.5531 0.000
H -4.8248 -0.3563 -1.5989 -0.001
H -3.1765 -0.8153 -1.2357 -0.007
O 0.9140 2.0496 0.2048 0.024
N 2.1183 1.9192 -0.2137 -0.016
N 2.4087 0.7496 -0.5180 0.073
O 1.5134 -0.2050 -0.5074 0.010
C 3.8064 0.3939 -0.7658 -0.012
C 4.1215 -0.9459 -0.7391 0.010
C 5.4467 -1.3111 -0.9488 -0.005
C 6.4100 -0.3431 -1.1819 0.008
C 6.0548 1.0002 -1.2104 -0.004
C 4.7403 1.3831 -1.0034 0.010
H 3.3514 -1.6816 -0.5596 0.002
H 5.7165 -2.3588 -0.9313 0.000
H 7.4400 -0.6314 -1.3461 0.001
H 6.8028 1.7585 -1.3996 0.000
H 4.4478 2.4231 -1.0267 0.000
O -0.9443 -2.7438 -4.4561 0.000
C -0.7754 -3.5598 -3.4180 0.001
O -0.6985 -4.7527 -3.5412 0.001
C -0.7117 -2.9340 -2.0646 0.028
C -0.5715 -3.6485 -0.8959 0.024
N -0.5860 -2.7747 0.1252 0.040
N -0.6924 -1.5307 -0.3289 0.012
C -0.7415 -1.5981 -1.6514 0.010
C -0.7879 -0.3020 -2.3574 0.031
O -0.9170 -0.1879 -3.5595 0.035
O -0.7331 0.7101 -1.5345 0.012
H -0.9990 -1.7978 -4.1803 -0.001
H -0.4730 -4.7107 -0.7428 0.001
H -0.1787 -2.8550 1.0741 0.000
O 0.9615 -2.3677 2.2297 0.000
C 1.4660 -1.2645 2.4355 0.004
O 1.1165 -0.1235 1.9693 0.025
H 2.3777 -1.2032 3.0472 0.000
```

2.
C29H38N4O8W | wB97M-V/def2-TZVPD

The HOMO energy (spin up / spin down) is -6.03 / -8.86 eV. As for the spin multiplicity: 3. The frontier orbital gap (spin up / spin down) comes out at 5.696 / 8.002 eV.

Structure (XYZ):
```
80
Properties=species:S:1:pos:R:3:mulliken_spin:R:1
W -0.0558 -0.1982 -0.5098 1.513
C 0.9497 -1.8243 0.9337 -0.047
C 1.2934 -0.6123 1.6675 -0.020
C 0.0890 -0.0731 2.1289 0.101
C -0.9622 -0.9402 1.6368 -0.052
C -0.4213 -2.0970 1.0527 0.121
C -1.1245 -3.4229 0.8109 -0.026
C -2.3724 -3.3388 -0.0684 0.009
C -1.5599 -3.9235 2.2023 0.016
C -0.1524 -4.4465 0.2226 0.002
C -0.2915 0.9691 3.1844 0.022
C -0.2672 0.2267 4.5363 0.018
C 0.6195 2.1905 3.2808 0.007
C -1.7413 1.4582 2.9931 0.019
C 2.7670 -0.2582 1.9035 0.000
C 3.6889 -1.1879 1.0969 -0.006
C 3.0772 -0.5399 3.3862 0.006
C 3.1575 1.1998 1.5646 0.020
H 1.6712 -2.5005 0.5063 0.002
H -2.0085 -0.8092 1.8675 0.000
H -3.1011 -2.6416 0.3453 0.003
H -2.8324 -4.3284 -0.1093 -0.001
H -2.1473 -3.0151 -1.0807 -0.003
H -2.3445 -3.2895 2.6190 0.000
H -0.7212 -3.9279 2.8996 0.000
H -1.9519 -4.9402 2.1284 -0.001
H 0.2741 -4.1091 -0.7220 0.001
H -0.6818 -5.3838 0.0429 0.000
H 0.6700 -4.6558 0.9097 0.000
H 0.7318 -0.1080 4.8131 -0.005
H -0.9177 -0.6484 4.5003 0.002
H -0.6363 0.8869 5.3255 -0.001
H 1.6496 1.9311 3.5099 0.000
H 0.2547 2.8301 4.0868 -0.001
H 0.6146 2.7802 2.3627 0.000
H -2.4595 0.7418 3.3942 0.000
H -2.0134 1.6219 1.9561 -0.008
H -1.8839 2.3900 3.5413 0.000
H 3.6163 -2.2210 1.4399 0.000
H 4.7189 -0.8657 1.2575 0.000
H 3.4901 -1.1517 0.0271 0.002
H 2.7783 -1.5511 3.6683 0.001
H 2.5805 0.1636 4.0544 -0.002
H 4.1521 -0.4446 3.5538 0.000
H 3.8878 1.2286 0.7569 0.000
H 3.6039 1.6975 2.4269 -0.001
H 2.3067 1.8025 1.2619 -0.006
O 0.0859 -1.8260 -1.7713 0.023
N -0.2604 -1.6589 -3.0167 -0.018
N -0.5723 -0.4702 -3.3014 0.064
O -0.4581 0.5102 -2.4206 0.006
C -1.2076 -0.1872 -4.5928 -0.010
C -1.8432 1.0303 -4.7179 0.008
C -2.4676 1.3129 -5.9283 -0.004
C -2.4354 0.3920 -6.9624 0.007
C -1.7775 -0.8220 -6.8001 -0.004
C -1.1485 -1.1267 -5.6033 0.008
H -1.8472 1.7328 -3.8993 0.002
H -2.9740 2.2599 -6.0541 0.000
H -2.9193 0.6166 -7.9031 0.000
H -1.7465 -1.5382 -7.6096 0.000
H -0.6309 -2.0628 -5.4626 0.000
O 2.9597 4.5482 -2.1070 0.000
C 1.7961 4.9274 -1.5812 -0.001
O 1.4318 6.0725 -1.5842 0.001
C 0.9305 3.8576 -1.0078 0.033
C -0.3236 4.0901 -0.4575 0.024
N -0.8068 2.9119 -0.0348 0.026
N 0.0700 1.9284 -0.2930 0.064
C 1.1033 2.4738 -0.9054 -0.008
C 2.1563 1.5106 -1.3555 0.030
O 3.2059 1.8784 -1.8565 0.026
O 1.8425 0.2794 -1.0936 0.010
H 3.0980 3.5685 -2.0501 -0.001
H -0.8766 5.0073 -0.3607 0.001
H -1.7856 2.5879 0.1123 -0.003
O -3.1741 1.5224 -0.1637 0.000
C -3.1460 0.4217 -0.7146 0.004
O -2.1802 -0.4063 -0.7833 0.025
H -4.0933 -0.0066 -1.0859 -0.001
```

It is 2 that is the most stable of them.

1.
C21H28N4O3 | wB97M-V/def2-TZVPD

The HOMO energy is -8.07 eV. As for the spin multiplicity: 1. Its structure (SMILES) is COc1cc(CN2CCC(n3nccc3NC(=O)C3CC3)CC2)cc(OC)c1. The frontier orbital gap comes out at 8.637 eV.

Structure (XYZ):
```
56
Properties=species:S:1:pos:R:3:nbo_charge:R:1
C -0.1486 -1.7122 6.0948 -0.251
O 1.0405 -1.8328 5.3541 -0.493
C 0.9893 -1.6152 4.0085 0.327
C -0.1655 -1.3010 3.3015 -0.366
C -0.0961 -1.0952 1.9309 0.120
C -1.3389 -0.7350 1.1664 -0.256
N -1.8676 0.5782 1.5319 -0.450
C -0.9054 1.6621 1.6907 -0.228
C -0.8109 2.6081 0.4793 -0.418
C -1.0658 1.7980 -0.7847 -0.063
N -0.8123 2.5808 -1.9724 -0.150
N -0.9530 3.9023 -1.9561 -0.268
C -0.7437 4.3218 -3.1879 -0.048
C -0.4641 3.2504 -4.0398 -0.359
C -0.5129 2.1400 -3.2160 0.293
N -0.3658 0.7987 -3.5933 -0.612
C 0.4237 -0.1507 -3.0105 0.695
O 1.0432 0.0313 -1.9803 -0.642
C 0.4302 -1.4518 -3.7335 -0.343
C 1.7046 -2.2590 -3.6822 -0.391
C 0.5249 -2.7042 -2.8953 -0.390
C -2.5189 1.2940 -0.7758 -0.438
C -2.9572 0.9820 0.6751 -0.215
C 1.1120 -1.2036 1.2589 -0.387
C 2.2693 -1.5234 1.9629 0.336
O 3.5023 -1.6489 1.3993 -0.494
C 3.6137 -1.4979 0.0029 -0.254
C 2.2007 -1.7296 3.3352 -0.310
H 0.1275 -1.9088 7.1298 0.198
H -0.5707 -0.7050 6.0175 0.177
H -0.8980 -2.4442 5.7759 0.175
H -1.1208 -1.1965 3.7882 0.222
H -2.1326 -1.4541 1.4057 0.202
H -1.1264 -0.8263 0.0909 0.167
H 0.0719 1.2265 1.8990 0.215
H -1.2072 2.2405 2.5723 0.193
H 0.1777 3.0634 0.4377 0.228
H -1.5452 3.4111 0.5416 0.214
H -0.3625 0.9626 -0.7974 0.248
H -0.7970 5.3662 -3.4214 0.208
H -0.2518 3.2734 -5.0890 0.222
H -0.7061 0.6050 -4.5244 0.409
H -0.1612 -1.4947 -4.6391 0.217
H 2.5309 -1.8171 -3.1459 0.232
H 1.9859 -2.8097 -4.5663 0.221
H 0.5509 -2.5715 -1.8243 0.233
H -0.0304 -3.5695 -3.2229 0.222
H -3.1667 2.0698 -1.1882 0.220
H -2.6126 0.4078 -1.4074 0.202
H -3.7149 0.1945 0.6745 0.201
H -3.4008 1.8742 1.1234 0.197
H 1.1439 -1.0133 0.1984 0.241
H 4.6752 -1.5978 -0.2195 0.196
H 3.2610 -0.5187 -0.3331 0.191
H 3.0583 -2.2805 -0.5249 0.172
H 3.0941 -1.9746 3.8844 0.231
```

2.
C21H28N4O3 | wB97M-V/def2-TZVPD

The HOMO energy is -8.04 eV. As for the spin multiplicity: 1. Its structure (SMILES) is CCOc1ccc(C(=O)N2CCC3(CC2)NCCc2[nH]cnc23)cc1OCC. The frontier orbital gap comes out at 8.780 eV.

Structure (XYZ):
```
56
Properties=species:S:1:pos:R:3:nbo_charge:R:1
C -4.7333 0.5626 -2.6067 -0.638
C -5.1848 1.1929 -1.2914 -0.060
O -4.2599 2.1334 -0.7909 -0.484
C -3.1140 1.7051 -0.1945 0.250
C -2.7891 0.3909 0.0926 -0.290
C -1.5950 0.0772 0.7281 -0.205
C -0.7051 1.0776 1.0660 -0.128
C 0.5646 0.7519 1.7946 0.668
O 0.5835 0.5807 3.0016 -0.623
N 1.6777 0.6857 1.0298 -0.437
C 1.6647 0.6486 -0.4125 -0.223
C 1.6549 -0.8068 -0.8943 -0.426
C 2.4837 -1.7242 0.0505 0.103
C 3.5554 -0.8756 0.7554 -0.405
C 2.9257 0.2276 1.6123 -0.234
N 1.6941 -2.4035 1.0738 -0.642
C 0.8966 -3.5281 0.6316 -0.199
C 1.8237 -4.6945 0.2576 -0.435
C 2.8491 -4.1242 -0.6481 0.099
N 3.6651 -4.7623 -1.5428 -0.517
C 4.4060 -3.7940 -2.1443 0.166
N 4.1168 -2.6053 -1.6972 -0.466
C 3.1469 -2.7950 -0.7567 0.085
C -1.0223 2.4064 0.7919 -0.299
C -2.2142 2.7357 0.1716 0.341
O -2.6151 3.9924 -0.1600 -0.495
C -1.8995 5.1069 0.3299 -0.061
C -2.1284 5.3484 1.8193 -0.640
H -4.5512 1.3421 -3.3420 0.216
H -3.8144 -0.0029 -2.4724 0.211
H -5.5071 -0.1028 -2.9799 0.214
H -5.4018 0.4206 -0.5423 0.168
H -6.0961 1.7748 -1.4561 0.194
H -3.4642 -0.4109 -0.1606 0.219
H -1.3709 -0.9534 0.9601 0.213
H 0.7922 1.1833 -0.7909 0.229
H 2.5650 1.1584 -0.7664 0.198
H 0.6265 -1.1733 -0.9300 0.207
H 2.0703 -0.8611 -1.9005 0.228
H 4.2027 -0.4588 -0.0161 0.216
H 4.1575 -1.5261 1.3885 0.231
H 2.6956 -0.1358 2.6164 0.242
H 3.6159 1.0747 1.7031 0.198
H 1.1317 -1.7397 1.5905 0.375
H 0.2428 -3.8222 1.4551 0.207
H 0.2627 -3.2926 -0.2430 0.161
H 2.2931 -5.0911 1.1621 0.219
H 1.2599 -5.4982 -0.2219 0.210
H 3.7053 -5.7535 -1.7134 0.416
H 5.1378 -4.0017 -2.8985 0.194
H -0.3156 3.1695 1.0776 0.223
H -2.2924 5.9487 -0.2472 0.194
H -0.8281 5.0112 0.1105 0.166
H -1.6082 6.2509 2.1286 0.215
H -3.1915 5.4683 2.0114 0.216
H -1.7653 4.5111 2.4101 0.217
```

It is 2 that is the most stable of them.